Formula: C38H68N2O17
Source: the OMol25 dataset
Level of theory: ωB97M-V/def2-TZVPD

XYZ file:
```
125
Properties=species:S:1:pos:R:3
C -1.3377 -0.7404 7.2861
C -2.8593 -1.1081 7.0160
C -3.8630 -0.2139 7.6586
O -4.4423 0.4522 6.5742
C -3.8827 0.0240 5.4507
O -4.3928 0.1578 4.2802
O -2.7737 -0.7030 5.7292
H -1.1324 -1.0255 8.3179
H -1.1666 0.3308 7.3931
H -0.5380 -1.1810 6.6906
H -3.0560 -2.1730 7.1402
H -3.4294 0.5562 8.2967
H -4.6922 -0.6933 8.1789
C 6.7166 3.2011 4.7104
C 5.3515 3.1118 4.1049
C 4.1859 3.4791 4.8912
O 3.4487 4.3038 4.0771
C 4.1857 4.6915 3.0587
O 3.8183 5.5456 2.3485
O 5.3580 3.9260 2.9801
H 6.9223 2.2640 5.2277
H 6.6956 4.0573 5.3847
H 7.5099 3.2926 3.9685
H 4.9989 2.1640 3.6981
H 4.4463 4.1928 5.6728
H 3.7386 2.5624 5.2754
C -3.9765 1.0405 -6.3838
C -4.5424 0.9927 -7.8277
C -3.5381 0.3549 -8.8906
O -4.1637 -0.8053 -9.2331
C -5.4422 -0.7883 -8.8198
O -6.2939 -1.5003 -9.2317
O -5.6372 0.0120 -7.8886
H -4.8063 1.3428 -5.7448
H -3.2199 1.8213 -6.3070
H -3.5946 0.0588 -6.1039
H -4.9886 1.9534 -8.0849
H -2.6231 0.0774 -8.3672
H -3.2289 1.0522 -9.6693
C 0.1825 1.2627 1.5426
C -0.5073 1.2347 0.1605
C -0.8649 2.5002 -0.6365
O 0.3220 2.5255 -1.5069
C 0.8668 1.3131 -1.6504
O 1.6292 0.9994 -2.4798
O 0.3349 0.4338 -0.7304
H -0.3725 2.1398 1.8755
H 1.2247 1.5102 1.3410
H 0.1095 0.3770 2.1738
H -1.4519 0.6958 0.0878
H -0.7937 3.4300 -0.0721
H -1.7275 2.5285 -1.3022
C -0.5840 -5.9495 1.1418
C -1.2658 -7.2204 1.6361
C -1.1278 -7.5076 3.1495
O -2.3582 -7.7489 3.6439
C -3.2928 -7.1959 2.7699
O -4.4606 -6.9998 3.0556
O -2.6484 -6.8916 1.6048
H 0.4563 -6.2748 1.1404
H -0.7521 -5.1246 1.8343
H -0.7117 -5.5863 0.1221
H -1.0260 -8.0936 1.0293
H -0.6257 -6.6369 3.5712
H -0.5508 -8.4192 3.3049
C 7.9002 -2.2904 -1.9632
C 8.4459 -3.7837 -2.3371
C 8.5663 -3.8667 -3.8562
C 9.2429 -5.1920 -4.2746
C 10.5509 -5.3567 -3.5522
C 10.4624 -5.2682 -2.0587
N 9.6199 -4.1993 -1.4644
O 9.5481 -4.0322 -0.1635
C 10.0796 -6.5902 -1.4125
C 11.9368 -4.8229 -1.6725
C 7.2575 -4.7242 -1.9252
H 8.1528 -1.9751 -0.9508
H 6.8260 -2.1153 -1.9033
H 8.2113 -1.4955 -2.6410
H 7.5946 -3.9057 -4.3484
H 9.0579 -2.9683 -4.2293
H 9.3500 -5.2149 -5.3590
H 8.6043 -6.0593 -4.1069
H 11.3920 -4.8307 -4.0039
H 10.7509 -6.4268 -3.6056
H 9.0699 -6.9519 -1.6066
H 10.8979 -7.2901 -1.5818
H 9.9826 -6.4527 -0.3356
H 12.7198 -5.4715 -2.0654
H 12.0567 -3.7671 -1.9154
H 11.9358 -5.0644 -0.6096
H 7.4783 -5.7144 -2.3239
H 6.3659 -4.2880 -2.3757
H 7.1215 -4.7567 -0.8442
H 10.0552 -3.2565 0.0871
C -6.0418 6.4272 -0.9312
C -6.7307 6.0000 0.3405
C -7.7475 6.9702 0.7790
C -9.1962 6.9004 0.1103
C -9.6977 5.5085 0.3214
C -8.7165 4.4893 -0.3112
N -7.3561 4.6813 0.2315
O -6.4689 3.6929 -0.1623
C -9.1398 3.0386 0.1427
C -8.7029 4.4419 -1.8431
C -5.6886 5.9226 1.5316
H -5.2966 7.1840 -0.6861
H -6.7431 7.0645 -1.4699
H -5.6481 5.6794 -1.6195
H -7.8601 6.8746 1.8589
H -7.5468 8.0278 0.6073
H -9.0417 6.9018 -0.9687
H -9.7739 7.7707 0.4217
H -10.6515 5.5624 -0.2036
H -9.9981 5.3501 1.3571
H -8.6018 2.1029 -0.0092
H -9.1887 2.9908 1.2306
H -10.1398 2.8611 -0.2530
H -8.1118 5.3166 -2.1143
H -8.1649 3.6114 -2.3002
H -9.6668 4.6764 -2.2947
H -4.8435 5.3414 1.1625
H -6.0899 5.3595 2.3742
H -5.4564 6.9235 1.8953
H -6.6828 3.0711 0.5371
```

Calculated values
Orbital gap in Ha: 0.283
HOMO level in eV: -7.63
SMILES: CC1(C)CCCC(C)(C)N1O.CC1(C)CCCC(C)(C)N1O.C[C@H]1COC(=O)O1.C[C@H]1COC(=O)O1.C[C@H]1COC(=O)O1.C[C@H]1COC(=O)O1.C[C@H]1COC(=O)O1
Largest force on an atom in eV/A: 7.56
E_LUMO in eV: 0.06